The following is a quantum chemistry calculation of an isolated molecule of C19H27ClN4O4, from the Open Molecules 2025 dataset.

Computed properties:
**LUMO**: 0.60 eV
**Frontier orbital gap**: 0.3487 hartree
**Spin multiplicity**: 1
**HOMO**: -8.89 eV
**Electronic energy**: -1720.36903 hartree

Structure (XYZ):
```
55
Properties=species:S:1:pos:R:3:forces:R:3
H -1.1079 2.7765 1.2464 0.0 -0.1 0.0
C 1.5745 1.6926 1.1011 0.3 0.1 -0.1
O -4.1069 0.6580 -2.4772 0.0 0.1 -0.5
H 2.7483 3.9546 -0.8457 0.0 0.1 0.1
O 3.3598 3.3393 1.0226 0.1 0.1 0.2
H 3.6928 1.4122 1.4744 0.0 0.0 -0.1
H 1.3754 1.8800 2.1723 0.0 0.0 0.0
H -0.7867 1.1752 0.5442 0.0 0.0 0.1
Cl 4.3795 -1.5012 -2.8493 0.1 0.1 -0.2
H -4.7727 -0.9110 0.1612 0.0 -0.1 0.0
H -1.1835 3.6583 -1.1772 0.0 0.1 0.0
C 3.0466 1.9849 0.8077 -0.2 -0.3 0.1
C 1.0668 3.9243 0.4994 0.3 0.0 -0.1
H 3.2579 1.7122 -0.2369 0.0 0.0 0.1
C -2.2218 -2.4651 -1.5162 0.2 -0.1 0.0
C -3.8905 0.3656 -1.3243 -0.3 -0.5 0.4
H -3.2722 3.2208 0.0791 0.0 0.0 -0.1
C -4.1746 -1.0276 -0.7420 -0.1 0.3 -0.1
C -1.0019 -3.4031 1.1660 0.2 -0.1 0.1
C -2.9472 2.5434 -0.7166 0.2 0.2 -0.3
H 3.2672 -1.2541 1.8559 0.0 0.1 0.1
N -3.3961 1.2083 -0.3982 0.2 0.3 0.4
O -1.7059 -4.2404 0.6429 0.0 -0.1 0.1
C 1.6241 -3.0932 -0.4462 -0.1 -0.1 0.3
H 4.6209 -0.6826 -0.1391 0.1 0.1 0.0
N -1.2381 -2.0706 1.1681 0.3 0.4 -0.3
H -1.1160 1.9795 -1.7063 0.0 0.0 -0.1
H 1.3706 0.6423 0.8789 0.0 0.0 0.0
H -3.1513 0.8243 0.5023 -0.1 -0.1 -0.1
C -1.4299 2.6354 -0.8942 -0.2 -0.1 0.3
C 3.0265 -1.6660 0.8891 -0.2 -0.2 0.1
H 0.4708 4.5581 -0.1577 0.0 0.1 0.0
H -0.0062 -3.9167 2.9959 0.0 0.0 -0.2
C -0.6721 2.2496 0.3779 0.0 0.1 -0.3
H 0.7980 -3.7778 -0.5553 -0.1 -0.1 0.0
O 1.2567 -2.7706 1.9483 0.1 0.1 0.1
H -4.7231 -1.6065 -1.4828 0.0 0.1 0.0
H 2.8281 5.1902 0.4479 0.0 0.0 -0.1
C 3.7783 -1.3496 -0.2227 -0.1 -0.1 -0.1
C -2.8698 -1.6877 -0.4234 0.3 -0.4 0.1
C 1.9422 -2.5377 0.7879 0.2 0.1 -0.2
H -2.5977 -2.1374 -2.4818 0.0 0.1 -0.1
C 2.5494 4.1609 0.2164 -0.3 0.2 -0.1
H 0.8505 4.1999 1.5483 0.0 0.0 -0.1
N -2.4001 -1.4581 0.7398 -0.6 0.2 0.5
H -3.4411 2.8236 -1.6498 0.0 0.1 0.2
H -0.7140 -1.5038 1.8243 -0.1 -0.2 -0.2
C 3.4459 -1.9017 -1.4513 -0.2 -0.1 0.1
C 0.2665 -3.7739 1.9452 -0.1 -0.3 0.0
N 0.7477 2.5287 0.2481 0.0 -0.1 0.1
H 2.1261 -3.2012 -2.5212 0.0 0.0 -0.1
H 0.6497 -4.7242 1.5562 -0.1 0.1 0.0
H -2.4301 -3.5286 -1.3889 0.0 0.0 0.0
H -1.1393 -2.3368 -1.4794 0.0 0.0 0.0
C 2.3758 -2.7715 -1.5640 0.2 0.1 0.0
```
Forces are in eV/Å.